Record 1
A cluster of 2 separate species, C7H14N2 in total at a distorted geometry, computed with wB97M-V/def2-TZVPD.

Each line ends with the Löwdin spin population.
Element x y z (Å)
N (1.52151, -1.58071, 2.55144)  0.0030
N (2.25932, 0.36842, 1.43695)  0.1206
C (-0.62074, -0.09484, -2.04059)  0.0435
C (-0.81439, -0.75421, 3.07440)  0.0107
C (2.63227, -0.89534, 1.94315)  0.1764
C (-0.69091, -0.14638, -3.53543)  0.0281
C (0.56260, -0.57613, 2.44678)  0.0083
C (-1.31043, 1.13256, -1.50049)  0.0486
C (0.94712, 0.67393, 1.93676)  0.1446
H (-0.77181, 1.74652, -0.78455)  0.0254
H (-1.28623, 0.74909, -3.95765)  0.0008
H (0.40264, 1.52501, 1.64938)  0.0446
H (3.57012, -1.19578, 1.70780)  0.0407
H (-1.27668, -1.00644, -3.85924)  0.0016
H (-2.35117, 0.98009, -1.36528)  0.0029
H (-0.93507, -0.39950, 4.09661)  0.0028
H (-1.19348, -1.79335, 2.90837)  0.0004
H (2.90613, 0.94534, 0.78406)  0.2373
H (-1.25744, -1.04151, -1.65996)  0.0029
H (0.45263, -0.28755, -1.61931)  0.0388
H (-1.29856, 1.99660, -2.38272)  0.0054
H (-1.64659, -0.39640, 2.39688)  0.0031
H (0.19917, 0.05058, -4.22735)  0.0095

Computed properties:
LUMO level (spin up / spin down) in eV: 3.69 / 3.54
Expectation value of S²: 0.7506
2S+1: 2
Charge: -1
Gap between HOMO and LUMO (spin up / spin down) in eV: 2.7 / 8.3


Record 2
A cluster of 2 separate species, C6H12N2O2 in total at a distorted geometry, computed with wB97M-V/def2-TZVPD.

Each line ends with the Mulliken charge.
Element x y z (Å)
O (-0.40195, -2.58674, -0.00738)  -0.4631
O (-1.65474, 2.19771, 4.31712)  -0.6542
N (0.64006, 0.16318, -1.83695)  -0.4228
N (-2.43842, 0.04282, 1.91949)  -0.4962
C (1.09777, -0.25936, 0.60334)  -1.7157
C (-1.11187, 0.65279, -0.25891)  -0.6539
C (-0.48464, -1.67051, -0.78489)  -0.3661
C (0.10096, -0.27652, -0.55454)  1.1378
C (1.73505, -0.63627, -2.36708)  -0.8884
C (-1.83575, 0.33703, 0.97641)  0.1444
H (0.94359, 1.13222, -1.77027)  0.3045
H (-0.74702, 1.68821, -0.18496)  0.3937
H (1.49134, 0.75838, 0.72933)  0.3682
H (2.04293, -0.21924, -3.33429)  0.3691
H (-1.82145, 0.61874, -1.09861)  0.4226
H (2.62549, -0.67412, -1.71518)  0.2905
H (-1.03229, -1.77361, -1.75021)  0.4470
H (0.62517, -0.57239, 1.54311)  0.4351
H (-2.15535, 1.40854, 4.05770)  0.3602
H (-0.95887, 2.27793, 3.65696)  0.2935
H (1.40380, -1.66942, -2.54984)  0.3035
H (1.93619, -0.93936, 0.40964)  0.3905

Computed properties:
SMILES string: CN[C@](C)(C=O)CC#N.O
LUMO level in eV: 0.45
Gap between HOMO and LUMO in eV: 10.4


Record 3
The molecule C3H10NP at a distorted geometry, computed with wB97M-V/def2-TZVPD.

Each line ends with the Mulliken charge.
Element x y z (Å)
P (-2.79788, 0.05776, -0.23742)  0.0597
N (-0.75634, -0.69468, -0.59252)  -0.7722
C (1.45369, -0.98261, 0.35022)  -1.3328
C (0.71855, 1.25270, -0.51667)  -1.3727
C (0.28066, -0.04253, 0.15378)  0.7841
H (2.18677, -0.38041, 0.98413)  0.3192
H (-3.36293, -1.16664, 0.30988)  0.0796
H (1.42994, 1.03102, -1.33668)  0.3228
H (1.11755, 1.93271, 0.35742)  0.3319
H (1.13497, -1.92621, 0.96795)  0.2774
H (-0.17416, 0.19427, 1.25712)  0.1256
H (-0.12635, 1.83217, -0.87423)  0.4122
H (-0.82486, -0.18496, -1.55307)  0.3447
H (2.06867, -1.36504, -0.40584)  0.3692
H (-2.34829, 0.44246, 1.13593)  0.0513

Computed properties:
SMILES string: CC(C)NP
LUMO level in eV: 0.19
Gap between HOMO and LUMO in eV: 9.0


Record 4
A structure of composition H24HeO12 at a distorted geometry, computed with wB97M-V/def2-TZVPD.

Each line ends with the Mulliken charge.
Element x y z (Å)
O (0.94681, -0.86044, 3.49983)  -0.6920
O (-3.88110, 0.41486, -0.80101)  -0.6514
O (-1.37704, 2.23419, 1.53428)  -0.6692
O (-2.12353, -1.18292, 0.58702)  -0.7115
O (0.67989, 2.73616, -0.47022)  -0.6655
O (2.79603, 0.66794, 2.06943)  -0.6971
O (3.83885, -1.37432, 0.22659)  -0.6791
O (-1.79360, -0.00918, -2.84612)  -0.6993
O (-1.74040, -0.11286, 3.06160)  -0.7540
O (2.41683, -2.34901, -2.17225)  -0.7137
O (0.56766, 1.72287, -3.17671)  -0.6801
O (-0.44239, -2.00870, -1.34541)  -0.7037
He (0.13997, 0.20152, -0.34236)  0.0233
H (-1.60075, 0.82850, 2.95879)  0.4076
H (3.04047, -3.00676, -2.47994)  0.2936
H (-1.09620, 2.81041, 2.24515)  0.3202
H (-3.59630, -0.18682, -0.11319)  0.3751
H (-4.64374, 0.85914, -0.43057)  0.2996
H (-1.49891, -1.31307, -0.12652)  0.3761
H (-2.41373, -2.06587, 0.81597)  0.2770
H (0.09134, -0.65868, 3.12077)  0.3657
H (-0.14198, 1.08675, -3.08730)  0.3686
H (0.50842, -1.90517, -1.38372)  0.3049
H (2.96620, 0.05840, 1.35128)  0.3958
H (-2.51023, 0.25197, -3.42447)  0.2731
H (-1.75597, -0.45230, 2.16674)  0.4453
H (-0.77415, -1.43669, -2.03749)  0.3842
H (1.56528, -0.34007, 2.98706)  0.3852
H (3.42659, -1.85813, -0.48909)  0.3583
H (4.12161, -2.05076, 0.84197)  0.3344
H (0.18572, 2.54022, 0.32579)  0.3121
H (2.70945, -1.53272, -2.57755)  0.3450
H (-2.22911, 2.57948, 1.26787)  0.2865
H (3.51183, 0.51727, 2.68680)  0.2793
H (1.57621, 2.88039, -0.16686)  0.3379
H (0.64098, 2.12394, -2.31069)  0.3894
H (-2.11100, 0.19056, -1.96544)  0.3784

Computed properties:
LUMO level in eV: 0.13
Gap between HOMO and LUMO in eV: 10.0


Record 5
A structure of composition C26H31Cl4Ge2N3O5SSiSn at a distorted geometry, computed with wB97M-V/def2-TZVPD.

Each line ends with the Löwdin spin population.
Element x y z (Å)
Sn (-2.02605, -8.44642, 18.09828)  0.2412
Ge (0.98203, -6.50078, 15.03490)  0.0004
Ge (1.02579, -5.09454, 13.02500)  0.0000
Cl (-2.92264, -5.45564, 14.92810)  0.0528
Cl (-4.02319, -5.40630, 17.86155)  0.0596
Cl (-3.31956, -11.25820, 18.98087)  0.0023
Cl (-5.21318, -7.86216, 15.80352)  0.0705
S (-0.22085, -8.79009, 20.15950)  0.1924
Si (-3.56677, -6.79945, 16.43623)  0.2180
O (-1.92139, -11.60467, 18.83374)  0.0019
O (-3.55551, -10.92135, 20.31886)  -0.0004
O (-4.26286, -12.15560, 18.39991)  0.0000
O (-3.56354, -9.89829, 18.16578)  0.0493
O (-0.11502, -6.03539, 17.56974)  0.0075
N (-1.20078, -6.26993, 20.65978)  0.0047
N (0.92342, -6.29217, 20.58760)  0.0178
N (-3.09547, -7.44336, 20.04505)  -0.0027
C (-3.05286, -6.44586, 22.17025)  0.0007
C (-0.22220, -10.54272, 15.68251)  0.0230
C (4.25135, -7.15815, 17.63910)  0.0000
C (-4.35193, -7.84293, 20.34929)  -0.0005
C (-0.79223, -5.03888, 21.18512)  0.0066
C (2.97382, -7.20004, 17.07170)  -0.0001
C (-4.99820, -7.56839, 21.52081)  0.0008
C (2.03066, -3.45461, 13.43944)  0.0000
C (-0.15348, -7.06403, 20.37612)  0.0171
C (-1.29670, -8.20616, 14.55867)  0.0019
C (0.55164, -9.37661, 15.46465)  0.0169
C (2.30472, -6.72136, 20.53450)  0.0033
C (1.98071, -6.09545, 11.61432)  0.0000
C (-1.57747, -10.49050, 15.32509)  0.0049
C (2.74622, -6.79050, 15.76750)  0.0000
C (0.54447, -5.01799, 21.14937)  0.0004
C (5.19660, -6.42079, 15.58180)  0.0000
C (-4.35471, -6.87608, 22.50194)  -0.0003
C (-2.47309, -6.72926, 20.96745)  -0.0001
C (-0.00731, -8.13678, 15.08342)  0.0036
C (-0.74220, -4.58147, 12.37390)  0.0003
C (-2.08821, -9.38477, 14.68475)  0.0007
C (0.62950, -3.97757, 16.77152)  0.0002
C (5.36958, -6.74714, 16.94621)  0.0000
C (0.31558, -5.47299, 16.59582)  -0.0001
C (3.90514, -6.40366, 15.08097)  0.0000
H (0.25966, -11.44010, 16.01284)  0.0004
H (2.76661, -6.24472, 19.65402)  0.0003
H (-4.72976, -6.61989, 23.45020)  0.0000
H (-0.77656, -4.08144, 11.40178)  0.0000
H (-1.49566, -4.30793, 21.55646)  0.0005
H (-4.82309, -8.43527, 19.59912)  0.0002
H (-1.44722, -5.43926, 12.42160)  0.0001
H (-2.16085, -11.38596, 15.55051)  -0.0001
H (-3.13424, -9.40444, 14.42710)  0.0000
H (6.39900, -6.78692, 17.38914)  0.0000
H (2.92955, -3.52586, 12.79970)  0.0000
H (0.10477, -3.35881, 16.04990)  0.0000
H (5.99965, -6.10242, 14.92351)  0.0000
H (1.65886, -3.89002, 16.53922)  0.0000
H (-2.48861, -5.84096, 22.85172)  0.0002
H (-6.07117, -7.84538, 21.63554)  0.0000
H (1.30174, -4.37428, 21.53102)  0.0000
H (2.28854, -7.84354, 20.50403)  0.0027
H (2.18493, -7.61953, 17.61442)  -0.0001
H (2.29259, -5.34801, 10.88284)  0.0000
H (1.61456, -9.37056, 15.80079)  0.0001
H (-1.07416, -3.90611, 13.10391)  0.0002
H (2.77265, -6.39715, 21.41703)  0.0004
H (1.31358, -6.86946, 11.18563)  0.0000
H (2.31183, -3.27454, 14.48363)  0.0000
H (1.46333, -2.62680, 13.14491)  0.0000
H (-1.67911, -7.37565, 14.07812)  0.0001
H (3.75085, -6.03385, 14.11873)  0.0000
H (4.34785, -7.43101, 18.72179)  0.0000
H (0.19942, -3.66714, 17.74863)  0.0000
H (2.87633, -6.56279, 11.95718)  0.0000

Computed properties:
LUMO level (spin up / spin down) in eV: -3.07 / -5.04
Expectation value of S²: 0.7636
2S+1: 2
Charge: +1
Gap between HOMO and LUMO (spin up / spin down) in eV: 7.2 / 6.0


Record 6
A structure of composition C23H30N6O3RuS3 at a distorted geometry, computed with wB97M-V/def2-TZVPD.

Each line ends with the Löwdin spin population.
Element x y z (Å)
Ru (0.49458, 0.71999, 1.00688)  0.8289
S (1.15563, 2.94631, 2.45605)  0.0049
S (2.46247, 1.88579, 1.24991)  0.0314
S (-0.48666, 1.73524, -0.93815)  0.0224
O (1.70699, 4.08945, 3.09942)  -0.0022
O (0.68913, 1.84498, 3.32254)  0.0395
O (0.07758, 3.16253, 1.47471)  0.0294
N (-0.69998, 1.34896, -3.53613)  0.0098
N (1.46546, 1.34391, -2.79658)  0.0093
N (-1.92462, 0.77565, 1.85643)  0.0004
N (1.52298, -0.72816, -0.17660)  -0.0116
N (-1.19512, -1.30407, 0.31304)  -0.0019
N (0.75791, -0.86701, 2.45151)  0.0210
C (-0.61355, -1.65071, -0.96908)  0.0000
C (1.57488, -2.58000, -1.69346)  -0.0005
C (-2.13475, 1.18109, -3.34651)  0.0005
C (1.94810, 0.51162, -3.88914)  0.0006
C (0.89081, -1.63329, -0.94208)  -0.0007
C (-4.53569, 1.06462, 2.79524)  -0.0002
C (-0.98108, -2.28890, 1.36792)  -0.0002
C (2.49454, 2.07490, -2.07566)  0.0011
C (-0.34672, 1.89794, -4.84781)  0.0006
C (-4.23427, 0.15463, 1.79619)  0.0000
C (2.95536, -2.64073, -1.65815)  0.0006
C (-2.22254, 1.64777, 2.82749)  -0.0004
C (1.71034, -1.50988, 4.55424)  0.0017
C (-0.08039, -1.90911, 2.52774)  -0.0013
C (3.60660, -1.75064, -0.82001)  -0.0003
C (0.15960, 1.44843, -2.49834)  0.0100
C (0.80386, -2.54825, 4.66484)  -0.0010
C (-3.50532, 1.82659, 3.31785)  0.0000
C (-2.92507, 0.05472, 1.35502)  -0.0002
C (1.64746, -0.69205, 3.44602)  0.0055
C (2.86210, -0.83644, -0.10515)  -0.0011
C (-2.57217, -0.86067, 0.21566)  -0.0002
C (-0.08856, -2.75053, 3.62976)  -0.0002
H (2.44311, -1.30367, 5.32038)  0.0004
H (2.31298, 0.15054, 3.33680)  0.0013
H (-0.79863, -3.56678, 3.65866)  -0.0001
H (4.68018, -1.75741, -0.69775)  0.0000
H (-2.61585, 2.12067, -3.06762)  0.0004
H (-2.33480, 0.44268, -2.57634)  -0.0001
H (-0.95820, -0.91367, -1.69703)  0.0002
H (-1.08984, 2.64929, -5.11679)  0.0003
H (-1.39324, 2.20511, 3.23098)  -0.0003
H (-3.27978, -1.69909, 0.17417)  -0.0001
H (3.02326, 2.72033, -2.78171)  0.0005
H (-5.54805, 1.17116, 3.16117)  0.0000
H (-0.55739, -3.20343, 0.93592)  -0.0001
H (2.04782, 2.68203, -1.29911)  0.0006
H (2.75855, -0.11113, -3.50552)  0.0003
H (0.79413, -3.19052, 5.53498)  -0.0001
H (-1.94538, -2.58347, 1.79082)  -0.0001
H (-2.68026, -0.29408, -0.71004)  0.0000
H (3.37117, -0.16622, 0.57425)  0.0001
H (2.33718, 1.10653, -4.71812)  0.0003
H (3.49923, -3.37409, -2.23745)  0.0000
H (1.15030, -0.13005, -4.25388)  0.0000
H (-3.67489, 2.54898, 4.10301)  0.0000
H (-0.93343, -2.63832, -1.32874)  0.0000
H (-0.33605, 1.12352, -5.61587)  0.0002
H (-4.99800, -0.47365, 1.35659)  0.0000
H (3.21898, 1.38989, -1.63063)  0.0004
H (0.62344, 2.38194, -4.80755)  0.0000
H (-2.55480, 0.82902, -4.28689)  0.0000
H (0.99836, -3.28086, -2.28225)  -0.0001

Computed properties:
LUMO level (spin up / spin down) in eV: -2.85 / -3.56
Expectation value of S²: 0.7591
2S+1: 2
Charge: +1
Gap between HOMO and LUMO (spin up / spin down) in eV: 7.9 / 7.2